[1]
The following is a DFT calculation (ωB97M-V with the def2-TZVPD basis set) of C21H46FGaNO4S as an isolated structure.

The geometry in XYZ format:
```
75
Properties=species:S:1:pos:R:3:forces:R:3:mulliken_charge:R:1
C 5.298 -2.728 0.650 0.044 -0.035 -0.040 -0.8681
C 6.245 -1.567 0.358 -0.069 0.066 0.027 -0.4829
C 6.291 -1.101 -1.107 0.213 -0.022 -0.051 -0.6157
C 6.282 -2.205 -2.182 0.085 0.041 -0.013 -0.5986
C 5.299 -2.004 -3.346 -0.026 -0.096 -0.008 -1.2669
C 3.842 -1.709 -2.985 -0.024 -0.103 -0.047 -0.2300
C 3.066 -2.947 -2.495 -0.056 0.099 0.077 -0.5483
C 1.732 -3.144 -3.214 0.033 0.015 0.154 -1.2460
C 0.711 -2.032 -2.901 0.006 0.036 -0.041 -0.1545
C -0.331 -2.398 -1.833 0.083 0.092 -0.070 -0.8437
Ga -2.057 -1.402 -2.020 0.396 0.008 0.412 -0.3023
S -2.732 -1.153 -4.227 -0.134 -0.075 -0.100 -0.4411
C -1.884 0.504 -1.315 -0.203 0.072 -0.188 0.5306
C -0.885 1.375 -2.065 0.001 0.093 0.071 -1.2982
F -1.485 0.507 0.069 -0.039 0.010 0.069 -0.3909
N -3.528 -2.212 -0.974 -0.049 -0.149 -1.288 0.2223
C -4.749 -1.403 -0.956 -0.085 -0.034 0.578 -1.0114
C -3.700 -3.519 -1.358 -0.067 0.021 0.295 0.4626
C -4.720 -4.337 -0.570 -0.084 0.139 -0.071 -1.2096
O -3.022 -4.068 -2.221 0.057 -0.015 0.314 -0.6091
H 4.358 -2.616 0.108 -0.039 0.030 0.097 0.0646
H 5.080 -2.790 1.717 -0.050 0.026 0.004 0.3894
H 5.722 -3.690 0.361 0.009 0.009 -0.057 0.3122
H 5.933 -0.711 0.962 0.061 0.027 0.014 0.3107
H 7.253 -1.817 0.702 -0.003 -0.091 -0.032 0.2856
H 5.477 -0.395 -1.280 -0.082 -0.099 0.011 0.3428
H 7.210 -0.520 -1.227 -0.079 0.132 -0.026 0.3947
H 6.110 -3.186 -1.734 -0.114 0.059 0.062 0.2887
H 7.281 -2.254 -2.623 0.015 -0.163 0.033 0.3765
H 5.688 -1.234 -4.020 -0.045 0.123 0.112 0.3698
H 5.295 -2.933 -3.926 0.091 0.069 -0.121 0.3763
H 3.778 -0.904 -2.250 0.012 0.018 -0.026 0.2417
H 3.345 -1.321 -3.878 0.005 -0.013 -0.017 0.5375
H 2.850 -2.857 -1.426 0.058 -0.080 0.007 0.0198
H 3.692 -3.839 -2.619 -0.008 -0.003 0.037 0.4875
H 1.911 -3.215 -4.293 0.051 0.025 0.005 0.3602
H 1.306 -4.100 -2.898 -0.032 -0.026 -0.108 0.4307
H 1.257 -1.139 -2.571 -0.036 0.046 -0.072 0.1003
H 0.213 -1.735 -3.828 -0.048 -0.080 -0.008 0.3346
H -0.555 -3.465 -1.882 -0.030 0.012 0.029 0.6200
H 0.057 -2.178 -0.831 0.031 -0.126 0.009 0.2912
H -2.858 0.181 -4.226 0.028 0.038 0.070 0.0327
H -2.866 0.992 -1.312 0.029 0.069 0.030 0.1834
H -0.774 1.044 -3.100 0.015 0.022 0.002 0.3680
H 0.088 1.294 -1.575 0.038 -0.132 -0.093 0.2932
H -1.148 2.439 -2.076 -0.011 0.002 0.041 0.2826
H -5.608 -1.934 -1.374 0.006 0.019 -0.001 0.3974
H -4.619 -0.512 -1.575 0.014 0.011 0.028 0.2181
H -5.022 -1.072 0.054 0.016 0.017 -0.020 0.2684
H -4.756 -5.355 -0.948 0.008 0.019 -0.018 0.3231
H -4.429 -4.334 0.482 0.035 -0.049 -0.005 0.2575
H -5.714 -3.892 -0.617 -0.025 -0.042 -0.033 0.3421
C -3.239 6.843 5.690 0.049 0.037 0.023 -0.7698
O -2.649 5.713 5.101 -0.079 -0.033 -0.046 -0.2315
C -2.835 4.547 5.880 -0.008 -0.001 0.024 -0.5832
C -2.468 3.304 5.100 0.040 -0.017 0.042 -0.4087
O -3.475 2.871 4.207 -0.022 0.068 0.021 -0.4424
C -3.546 3.550 2.959 -0.023 -0.013 -0.106 -0.5012
C -2.496 3.117 1.963 0.059 0.006 0.042 -0.3813
O -1.263 3.759 2.245 0.001 -0.083 0.056 -0.3361
C -0.188 3.139 1.568 0.023 0.049 -0.036 -0.5652
H -2.826 7.042 6.688 0.006 -0.006 -0.004 0.3046
H -3.031 7.696 5.047 -0.005 0.001 0.003 0.2271
H -4.326 6.724 5.786 0.002 -0.011 0.000 0.3131
H -3.883 4.473 6.201 0.007 -0.017 0.003 0.3345
H -2.204 4.603 6.781 -0.025 0.018 0.016 0.4290
H -2.354 2.492 5.823 0.029 -0.017 -0.028 0.3745
H -1.514 3.449 4.587 -0.020 0.039 -0.009 0.2217
H -3.506 4.633 3.100 0.028 -0.009 -0.001 0.2357
H -4.523 3.286 2.550 -0.009 0.010 0.023 0.3922
H -2.826 3.384 0.949 0.000 -0.037 -0.011 0.3816
H -2.374 2.028 1.995 -0.038 -0.002 -0.026 0.2646
H -0.061 2.101 1.893 -0.008 -0.008 -0.025 0.2871
H 0.711 3.709 1.798 -0.005 0.000 0.003 0.2958
H -0.348 3.131 0.485 -0.006 -0.006 0.002 0.1583
```
Forces are in eV/Å.

Computed properties:
HOMO energy ... -4.933 eV
Net charge ... -1


[2]
The following is a DFT calculation (ωB97M-V with the def2-TZVPD basis set) of a 5-piece molecular cluster, C21H46FNO18S5 overall.

The geometry in XYZ format:
```
92
Properties=species:S:1:pos:R:3:forces:R:3:mulliken_charge:R:1
C 3.678 -4.169 -2.726 -0.174 -0.046 -0.247 -1.1105
C 3.600 -2.703 -3.157 0.096 0.025 0.165 -0.5099
C 2.220 -2.034 -3.087 0.074 0.105 -0.107 -0.7112
C 1.375 -2.078 -4.366 -0.024 0.124 0.275 0.1792
C 0.326 -0.961 -4.425 -0.050 -0.015 -0.087 -1.5813
C -0.688 -1.051 -3.291 0.060 0.148 -0.017 -1.1779
C -1.395 -2.417 -3.255 0.075 0.083 0.100 1.2234
C -2.910 -2.296 -3.422 0.001 0.097 -0.110 -0.7942
C -3.624 -1.557 -2.326 0.217 -0.279 0.089 0.5127
O -4.375 -0.661 -2.453 -0.197 0.250 0.082 -0.4913
F -3.346 -2.042 -1.083 -0.090 0.024 -0.264 -0.1577
O -0.993 -3.021 -2.044 -0.017 -0.006 0.003 -0.2057
N -1.698 -4.250 -1.803 -0.008 0.028 -0.072 0.2449
O -1.336 -4.717 -0.812 0.045 -0.106 0.082 -0.3448
O -1.027 -3.225 -4.376 -0.013 0.063 -0.041 -0.5201
S 0.518 -3.639 -4.622 0.044 0.018 0.011 1.3013
O 0.560 -3.981 -6.003 -0.026 -0.039 -0.104 -0.7176
O 0.868 -4.595 -3.623 0.016 -0.052 0.018 -0.5687
H 4.681 -4.413 -2.378 -0.002 0.003 0.025 0.4038
H 3.430 -4.850 -3.539 -0.001 0.007 0.010 0.2763
H 2.959 -4.376 -1.933 0.120 0.009 0.112 0.2434
H 4.259 -2.127 -2.504 -0.024 0.022 0.003 0.2424
H 4.008 -2.581 -4.165 0.018 0.004 0.008 0.3024
H 2.384 -0.967 -2.904 -0.047 0.000 0.021 0.3698
H 1.652 -2.411 -2.233 0.003 -0.060 -0.025 0.2409
H 2.023 -1.986 -5.239 -0.024 -0.140 -0.025 0.7404
H 0.834 0.002 -4.369 0.010 -0.019 -0.047 0.4535
H -0.191 -1.009 -5.386 0.018 0.071 -0.002 0.5103
H -0.204 -0.879 -2.330 0.013 -0.086 0.016 0.3382
H -1.423 -0.252 -3.409 -0.037 -0.059 -0.032 0.4899
H -3.089 -1.722 -4.329 -0.020 -0.085 -0.037 0.3970
H -3.346 -3.286 -3.562 -0.015 -0.011 0.190 0.4702
O -5.657 1.642 1.757 0.044 0.036 0.010 -0.6828
S -6.308 0.689 2.603 -0.025 -0.046 -0.087 1.2206
O -5.722 0.386 3.876 -0.026 0.022 0.024 -0.5150
O -6.554 -0.645 1.793 -0.053 -0.060 0.122 -0.3160
C -5.415 -1.257 1.129 0.231 -0.081 -0.197 -0.3149
C -4.469 -1.942 2.091 -0.055 0.065 0.114 -0.9113
C -7.992 1.130 2.837 -0.027 0.035 0.016 -0.9831
H -4.914 -0.500 0.526 -0.032 0.059 0.056 0.3503
H -5.866 -1.976 0.449 -0.082 0.031 0.026 0.2265
H -3.987 -1.229 2.758 0.010 0.013 -0.025 0.2393
H -3.695 -2.457 1.523 -0.021 -0.019 -0.024 0.3431
H -5.002 -2.669 2.704 0.007 -0.024 -0.026 0.2792
H -8.439 1.342 1.869 0.005 -0.013 -0.006 0.3385
H -7.992 2.020 3.463 0.007 0.004 -0.009 0.3731
H -8.500 0.312 3.341 0.006 -0.005 0.000 0.3179
O -2.228 -0.006 7.471 0.052 0.010 0.026 -0.6504
S -3.519 0.489 7.847 -0.041 -0.068 -0.048 1.1718
O -3.650 1.214 9.075 0.008 0.027 0.003 -0.6133
O -4.549 -0.721 7.828 -0.092 0.092 0.074 -0.2020
C -4.200 -1.909 8.576 0.082 -0.239 0.021 -0.4100
C -4.333 -1.733 10.073 -0.005 0.117 0.000 -0.9784
C -4.226 1.415 6.537 0.055 0.050 -0.031 -0.7705
H -3.193 -2.217 8.291 0.014 0.069 -0.003 0.3608
H -4.898 -2.658 8.210 -0.018 0.038 -0.034 0.2576
H -3.619 -1.007 10.457 0.017 -0.012 -0.013 0.3085
H -4.149 -2.691 10.562 -0.022 -0.018 -0.012 0.3768
H -5.334 -1.391 10.333 -0.007 -0.030 0.003 0.2623
H -4.152 0.853 5.612 -0.034 -0.017 0.004 0.1839
H -3.654 2.339 6.478 0.006 -0.006 0.011 0.4255
H -5.264 1.627 6.781 -0.003 -0.011 0.008 0.2906
O 1.049 2.538 -4.007 -0.083 -0.136 -0.084 -0.5326
S 1.074 3.942 -3.710 0.068 -0.020 0.135 1.1195
O 1.372 4.862 -4.763 -0.016 0.001 -0.014 -0.6155
O 2.041 4.171 -2.482 -0.019 0.166 -0.045 -0.3188
C 3.381 3.613 -2.564 0.298 -0.174 0.106 0.0048
C 4.283 4.375 -3.508 -0.135 0.069 -0.084 -0.9119
C -0.421 4.423 -2.923 -0.055 -0.017 -0.019 -0.9869
H 3.301 2.560 -2.837 -0.064 0.019 -0.039 0.0990
H 3.755 3.665 -1.545 -0.078 0.018 0.018 0.2171
H 3.943 4.307 -4.540 0.002 -0.028 0.002 0.3686
H 5.288 3.957 -3.447 0.007 0.005 0.036 0.1820
H 4.322 5.429 -3.235 0.037 -0.010 0.025 0.2746
H -0.637 3.731 -2.113 0.019 0.003 0.009 0.3148
H -1.197 4.379 -3.685 0.004 -0.002 -0.001 0.3746
H -0.307 5.439 -2.557 0.007 0.002 -0.002 0.3489
O 6.064 0.448 -0.453 -0.042 -0.013 -0.058 -0.6447
S 6.398 1.655 0.242 0.066 -0.063 0.037 1.2386
O 5.688 2.855 -0.086 -0.023 0.044 -0.030 -0.5708
O 7.958 1.899 0.129 -0.043 0.142 0.055 -0.2965
C 8.553 1.884 -1.194 0.142 -0.106 -0.204 -0.3814
C 8.239 3.123 -2.001 -0.085 0.040 0.072 -0.4337
C 6.331 1.402 1.979 -0.037 -0.021 0.031 -1.0141
H 8.240 0.972 -1.705 -0.066 0.009 0.035 0.3253
H 9.620 1.809 -0.994 -0.014 -0.003 0.058 0.2658
H 7.177 3.193 -2.229 0.003 -0.024 -0.006 -0.1676
H 8.793 3.087 -2.939 0.026 -0.001 0.008 0.4017
H 8.526 4.022 -1.455 0.027 -0.003 -0.015 0.2686
H 6.885 0.501 2.226 0.011 0.003 -0.009 0.3359
H 5.279 1.289 2.231 0.001 -0.007 -0.006 0.3715
H 6.747 2.275 2.474 0.002 0.005 -0.007 0.3349
```
Forces are in eV/Å.

Computed properties:
HOMO energy ... -10.567 eV
SMILES ... CCC[C@@H]1CC[C@](CC(=O)F)(ON=O)OS1(=O)=O.CCOS(C)(=O)=O.CCOS(C)(=O)=O.CCOS(C)(=O)=O.CCOS(C)(=O)=O


| no. | E_LUMO (eV) | F_max (eV Å⁻¹) | E (eV) |
| --- | --- | --- | --- |
| 1 | 2.438 | 1.30 | -98133.253 |
| 2 | -0.096 | 0.36 | -117758.059 |